The following is a quantum chemistry calculation of a cluster of 3 separate species, C3H13NO2S in total in a non-equilibrium geometry, from the Open Molecules 2025 dataset.

The geometry in XYZ format:
```
20
C3H13NO2S (the ωB97M-V functional and the def2-TZVPD basis)
C 1.407 1.545 4.117
C 1.494 1.624 2.602
N 2.411 0.525 2.173
C 0.125 1.535 1.854
S 0.471 1.885 0.127
H 2.190 2.167 4.583
H 1.547 0.500 4.436
H 0.441 1.848 4.560
H 1.906 2.595 2.318
H 1.834 -0.317 2.083
H 2.585 0.616 1.171
H -0.280 0.511 1.974
H -0.566 2.211 2.330
H 0.167 0.691 -0.358
O -2.232 -2.501 -5.477
H -2.170 -3.407 -5.165
H -1.487 -2.132 -5.929
O -2.983 -4.725 -3.876
H -3.913 -4.529 -4.031
H -3.004 -4.924 -2.937
```

Orbital gap   9.870 eV
Lowest unoccupied orbital energy   0.0232 Eh
SMILES string   C[C@@H](N)CS.O.O
Max |F|   1.9 eV/Å

Atom charges from the Löwdin analysis, given in e for atoms 1 to 6:
1. C -0.08
2. C -0.54
3. N 0.00
4. C -0.54
5. S 0.73
6. H 0.08



The following is a quantum chemistry calculation of the ion C12H17NP with charge +1 in a non-equilibrium geometry, from the Open Molecules 2025 dataset.

The geometry in XYZ format:
```
31
C12H17NP (the ωB97M-V functional and the def2-TZVPD basis)
C -0.107 3.904 -2.566
C 0.067 2.414 -2.755
C -0.043 1.664 -1.613
C 0.372 0.266 -1.536
C 0.708 -0.451 -2.686
C 0.750 -1.817 -2.803
C 0.798 -2.585 -1.679
C 0.532 -1.914 -0.518
C 0.275 -0.560 -0.442
N 0.164 0.110 0.862
P -0.170 -1.066 1.979
C -1.922 -1.430 2.482
C 0.923 -0.470 3.364
C 0.576 -2.519 0.876
H -1.017 4.153 -2.950
H -0.150 4.295 -1.539
H 0.667 4.561 -3.150
H 0.509 2.307 -3.696
H -0.379 1.997 -0.689
H 0.830 0.068 -3.669
H 0.950 -2.367 -3.730
H 0.970 -3.576 -1.728
H -0.489 0.880 0.937
H -2.328 -0.715 3.094
H -1.924 -2.344 2.974
H -2.521 -1.591 1.695
H 0.485 0.415 3.602
H 1.959 -0.547 2.875
H 0.969 -1.149 4.155
H -0.077 -3.396 1.143
H 1.623 -2.572 1.373
```

Orbital gap   8.702 eV
Lowest unoccupied orbital energy   -0.0978 Eh
SMILES string   C/C=C/c1cccc2c1[NH+]=P(C)(C)C2
Net charge   +1
Max |F|   5.2 eV/Å

Atom charges from the Löwdin analysis, given in e for atoms 1 to 6:
1. C -0.10
2. C -0.07
3. C -0.03
4. C -0.16
5. C -0.01
6. C -0.06



The following is a quantum chemistry calculation of a structure of composition C14H21BeNP in a non-equilibrium geometry, from the Open Molecules 2025 dataset.

The geometry in XYZ format:
```
38
C14H21BeNP (the ωB97M-V functional and the def2-TZVPD basis)
C -0.138 1.300 -3.099
C -0.391 0.588 -4.231
C -0.722 -0.778 -4.293
C -0.929 -1.619 -3.173
C -0.901 -1.199 -1.878
Be -0.211 0.312 -1.734
P -0.443 2.748 -0.717
H 0.104 2.362 -3.234
H -0.385 1.084 -5.211
H -0.896 -1.207 -5.289
H -1.146 -1.926 -1.089
H -1.187 -2.654 -3.449
H -1.554 3.267 0.030
H -0.322 3.848 -1.613
H 0.636 3.140 0.140
C -0.399 -1.246 3.523
N -1.125 -0.727 2.333
C -2.541 -0.413 2.711
C -0.452 0.473 1.623
C 0.850 0.129 0.939
C 1.972 -0.176 1.728
C 3.187 -0.510 1.139
C 3.318 -0.487 -0.249
C 2.207 -0.138 -1.032
C 0.992 0.161 -0.443
H -0.216 -0.411 4.209
H 0.536 -1.713 3.212
H -1.043 -1.986 4.011
H -1.144 -1.477 1.622
H -2.527 0.422 3.420
H -3.096 -0.141 1.811
H -2.976 -1.302 3.175
H -1.229 0.840 0.940
H -0.331 1.224 2.421
H 1.881 -0.143 2.815
H 4.029 -0.787 1.773
H 4.272 -0.731 -0.719
H 2.318 -0.125 -2.125
```

Orbital gap (spin up / spin down)   2.462 / 2.460 eV
Lowest unoccupied orbital energy (spin up / spin down)   0.0744 / 0.0744 Eh
Net charge   -1
Max |F|   2.0 eV/Å

Atom charges from the Löwdin analysis, given in e for atoms 1 to 6:
1. C -0.25
2. C -0.32
3. C -0.25
4. C -0.32
5. C -0.18
6. Be -0.14



The following is a quantum chemistry calculation of a structure of composition C12H5Cl5N2O5Tc, from the Open Molecules 2025 dataset.

The geometry in XYZ format:
```
30
C12H5Cl5N2O5Tc (the ωB97M-V functional and the def2-TZVPD basis)
Tc -0.214 -0.275 0.027
Cl -6.227 2.532 -2.365
C -4.856 2.152 -1.505
C -3.867 1.288 -2.115
Cl -4.097 0.704 -3.678
C -2.750 0.972 -1.396
Cl -1.489 -0.024 -2.084
C -2.531 1.466 -0.088
O -1.473 1.166 0.593
C -3.517 2.339 0.500
Cl -3.217 2.914 2.054
C -4.659 2.671 -0.201
Cl -5.826 3.686 0.486
C 1.795 1.684 2.726
C 1.461 0.240 2.763
N 0.774 -0.450 1.857
C 0.710 -1.762 2.304
C 1.358 -1.864 3.491
N 1.817 -0.602 3.748
C 1.655 -2.945 4.493
O 1.222 -4.163 4.237
O 2.273 -2.632 5.467
C 0.015 -2.724 1.458
O -0.155 -3.883 1.638
O -0.463 -2.086 0.308
H 1.342 2.157 1.857
H 2.875 1.825 2.679
H 1.425 2.181 3.622
H 2.347 -0.386 4.588
H 0.735 -4.248 3.398
```

Orbital gap (spin up / spin down)   7.368 / 5.718 eV
Lowest unoccupied orbital energy (spin up / spin down)   -0.3270 / -0.3892 Eh
Net charge   +2
2S+1   4
Max |F|   0.6 eV/Å

Atom charges from the Löwdin analysis, given in e for atoms 1 to 6:
1. Tc 1.46
2. Cl 0.92
3. C -0.64
4. C -0.66
5. Cl 0.86
6. C -0.54



The following is a quantum chemistry calculation of a structure of composition C19H29NO5P2SeTi, from the Open Molecules 2025 dataset.

The geometry in XYZ format:
```
58
C19H29NO5P2SeTi (the ωB97M-V functional and the def2-TZVPD basis)
Ti -0.537 1.054 -0.649
C -2.947 1.027 1.859
C -2.570 2.022 0.949
C -1.497 2.859 1.244
C -0.799 2.690 2.443
C -1.178 1.710 3.338
C -2.258 0.874 3.045
H -3.800 0.395 1.643
H -3.146 2.195 0.047
H -1.243 3.673 0.574
H 0.032 3.346 2.665
H -0.645 1.594 4.274
H -2.565 0.115 3.754
C -3.189 -1.968 -0.562
P -2.237 -0.720 -1.501
C -3.540 0.074 -2.501
C -1.398 -1.797 -2.742
C -0.331 -1.026 -3.523
P 0.874 -0.246 -2.376
C 1.911 -1.646 -1.830
C 1.982 0.647 -3.504
H -3.756 -2.614 -1.234
H -3.882 -1.471 0.117
H -2.514 -2.579 0.037
H -4.105 -0.662 -3.077
H -3.083 0.810 -3.161
H -4.223 0.612 -1.842
H -2.147 -2.232 -3.409
H -0.936 -2.623 -2.192
H -0.786 -0.205 -4.084
H 0.180 -1.675 -4.239
H 2.327 -2.190 -2.680
H 1.342 -2.333 -1.201
H 2.727 -1.229 -1.237
H 2.288 -0.001 -4.328
H 2.866 0.969 -2.953
H 1.485 1.540 -3.885
O -0.883 4.788 -1.396
Se -0.163 3.503 -2.032
O 0.789 2.742 -0.850
O -1.279 2.222 -2.179
O 0.639 3.701 -3.403
O 3.118 1.347 -0.449
H 3.290 1.654 0.447
H 2.406 1.953 -0.749
N 0.373 -0.045 1.020
C 1.046 -0.619 1.753
C 1.914 -1.287 2.667
C 1.427 -1.739 3.893
C 2.290 -2.375 4.768
C 3.623 -2.557 4.425
C 4.102 -2.103 3.203
C 3.253 -1.466 2.315
H 0.386 -1.588 4.148
H 1.921 -2.728 5.722
H 4.293 -3.053 5.114
H 5.142 -2.244 2.940
H 3.611 -1.100 1.362
```

Orbital gap (spin up / spin down)   6.094 / 8.430 eV
Lowest unoccupied orbital energy (spin up / spin down)   -0.0138 / -0.0182 Eh
2S+1   3
Max |F|   0.2 eV/Å

Atom charges from the Löwdin analysis, given in e for atoms 1 to 6:
1. Ti 0.48
2. C -0.10
3. C -0.13
4. C -0.12
5. C -0.07
6. C -0.10



The following is a quantum chemistry calculation of a structure of composition C34H52CrN3OP2 in a non-equilibrium geometry, from the Open Molecules 2025 dataset.

The geometry in XYZ format:
```
93
C34H52CrN3OP2 (the ωB97M-V functional and the def2-TZVPD basis)
C 0.526 2.796 -0.738
C 0.783 1.207 -2.462
C 1.075 3.786 -1.542
C 1.635 2.120 -3.145
C 1.697 3.435 -2.736
H 1.097 4.788 -1.145
H 2.075 1.751 -4.065
H 2.116 4.203 -3.372
N 0.373 1.540 -1.174
P -0.019 1.737 1.856
P -0.979 -0.951 -2.212
C 0.050 3.164 0.675
H 0.755 3.905 1.088
H -0.948 3.646 0.621
C 0.316 -0.014 -3.067
H 1.042 -0.485 -3.755
C -0.712 -2.932 -2.010
C -2.146 -0.441 -3.628
C 1.768 1.661 2.555
C -1.217 2.320 3.217
C -0.553 -3.444 -0.569
H -1.331 -3.085 0.114
H -0.619 -4.547 -0.582
H 0.423 -3.202 -0.138
C -1.936 -3.677 -2.567
H -2.849 -3.413 -2.013
H -2.119 -3.525 -3.635
H -1.793 -4.761 -2.424
C 0.586 -3.249 -2.753
H 0.806 -4.328 -2.690
H 0.539 -2.997 -3.818
H 1.442 -2.717 -2.309
C -3.585 -0.858 -3.351
H -3.975 -0.394 -2.436
H -4.183 -0.497 -4.199
H -3.725 -1.941 -3.284
C -2.120 1.093 -3.802
H -2.464 1.609 -2.896
H -1.122 1.472 -4.054
H -2.790 1.357 -4.635
C -1.555 -1.105 -4.876
H -0.554 -0.679 -5.087
H -1.451 -2.205 -4.777
H -2.210 -0.889 -5.742
C -1.104 1.345 4.398
H -1.867 1.617 5.143
H -1.292 0.309 4.077
H -0.131 1.396 4.904
C -2.640 2.224 2.646
H -2.799 2.899 1.795
H -2.891 1.198 2.351
H -3.341 2.527 3.441
C -0.980 3.767 3.690
H -1.799 4.019 4.384
H -0.044 3.893 4.247
H -1.007 4.489 2.862
C 2.767 1.837 1.404
H 3.783 1.646 1.783
H 2.590 1.141 0.582
H 2.747 2.861 1.006
C 1.945 0.309 3.258
H 1.887 -0.545 2.580
H 2.938 0.292 3.731
H 1.209 0.172 4.057
C 2.092 2.738 3.598
H 1.994 3.756 3.201
H 1.506 2.632 4.518
H 3.149 2.601 3.882
Cr -0.626 0.165 0.107
C -2.312 0.956 -0.306
O -3.382 1.402 -0.494
N 1.138 -0.920 0.348
C 2.266 -1.290 0.594
C 3.495 -1.728 -0.078
C 4.334 -2.668 0.555
C 3.762 -1.334 -1.407
C 5.583 -2.933 -0.003
H 4.023 -3.166 1.473
C 4.982 -1.669 -1.999
H 3.015 -0.749 -1.964
C 5.919 -2.427 -1.270
H 6.357 -3.474 0.543
H 5.185 -1.296 -3.002
H 6.901 -2.602 -1.733
C -3.981 -1.751 4.113
C -3.522 -2.219 2.718
C -2.517 -1.392 2.107
N -1.659 -0.893 1.494
H -3.284 -2.090 4.887
H -4.966 -2.165 4.350
H -4.062 -0.658 4.172
H -3.124 -3.247 2.784
H -4.385 -2.231 2.031
```

Orbital gap (spin up / spin down)   5.480 / 4.948 eV
Lowest unoccupied orbital energy (spin up / spin down)   -0.1062 / -0.1301 Eh
Net charge   +1
2S+1   5
Max |F|   7.1 eV/Å

Atom charges from the Löwdin analysis, given in e for atoms 1 to 6:
1. C -0.35
2. C -0.36
3. C -0.06
4. C -0.04
5. C -0.06
6. H 0.11



The following is a quantum chemistry calculation of the molecule C19H25Cl2N3O in a non-equilibrium geometry, from the Open Molecules 2025 dataset.

The geometry in XYZ format:
```
50
C19H25Cl2N3O (the ωB97M-V functional and the def2-TZVPD basis)
C -4.202 1.039 -3.026
C -3.156 -0.095 -2.918
C -3.659 -1.046 -1.852
C -1.721 0.396 -2.660
C -1.547 1.349 -1.441
C -0.046 1.468 -1.172
C 0.325 2.330 0.061
C 0.004 3.792 -0.216
N -0.505 1.960 1.198
C -0.202 1.091 2.147
N -1.231 0.937 2.965
C -1.034 0.186 3.981
C 0.161 -0.488 4.165
C 1.099 -0.394 3.170
O 2.180 -1.191 3.365
C 3.343 -0.952 2.576
C 3.318 -1.820 1.385
C 2.734 -1.359 0.210
C 2.719 -2.190 -0.930
C 3.331 -3.450 -0.885
Cl 3.485 -4.392 -2.306
C 3.921 -3.919 0.295
C 3.887 -3.110 1.444
Cl 4.664 -3.792 2.879
N 0.942 0.438 2.131
H -4.317 1.499 -2.014
H -5.194 0.683 -3.357
H -3.812 1.804 -3.673
H -3.113 -0.649 -3.878
H -2.919 -1.811 -1.571
H -4.570 -1.511 -2.200
H -4.027 -0.487 -0.971
H -1.365 0.870 -3.580
H -1.046 -0.469 -2.453
H -2.031 0.992 -0.539
H -1.987 2.330 -1.687
H 0.437 1.916 -2.045
H 0.360 0.401 -1.036
H 1.409 2.229 0.292
H -1.082 4.032 -0.158
H 0.331 4.090 -1.219
H 0.469 4.443 0.571
H -1.487 2.133 1.163
H -1.830 0.021 4.708
H 0.284 -1.135 5.011
H 3.412 0.108 2.310
H 4.217 -1.139 3.216
H 2.333 -0.366 0.159
H 2.254 -1.892 -1.877
H 4.465 -4.881 0.263
```

Orbital gap   8.971 eV
Lowest unoccupied orbital energy   0.0259 Eh
SMILES string   CC(C)CCC[C@@H](C)Nc1nccc(OCc2ccc(Cl)cc2Cl)n1
Max |F|   2.4 eV/Å

Atom charges from the Löwdin analysis, given in e for atoms 1 to 6:
1. C -0.08
2. C -0.45
3. C -0.10
4. C -0.18
5. C -0.20
6. C -0.17



The following is a quantum chemistry calculation of a cluster of 10 separate species, CH21O10 in total in a non-equilibrium geometry, from the Open Molecules 2025 dataset.

The geometry in XYZ format:
```
32
CH21O10 (the ωB97M-V functional and the def2-TZVPD basis)
C -0.396 -0.822 0.434
O 0.927 -0.530 0.683
H -0.983 -1.156 1.310
H -0.554 -1.594 -0.303
H -0.906 0.064 0.118
O 3.490 -0.508 1.800
H 2.623 -0.403 1.327
H 3.346 -0.945 2.636
O 0.397 -0.776 3.467
H 0.498 -1.049 2.544
H -0.381 -0.259 3.406
O 1.664 0.849 -1.361
H 1.297 0.272 -0.683
H 1.584 0.342 -2.164
O -0.838 1.854 -1.771
H -0.159 1.299 -1.374
H -0.431 1.994 -2.617
O 2.267 -2.124 -0.992
H 1.639 -1.647 -0.476
H 2.586 -1.529 -1.654
O -3.140 0.741 -1.605
H -3.222 0.687 -0.683
H -2.267 1.112 -1.819
O -2.747 1.419 1.219
H -3.566 1.837 1.355
H -2.301 2.213 0.800
O 0.859 2.302 1.744
H 0.647 3.106 1.261
H 0.304 1.621 1.355
O -0.427 -2.907 -2.939
H -1.352 -2.682 -3.017
H -0.468 -2.771 -1.986
```

Orbital gap   8.011 eV
Lowest unoccupied orbital energy   0.0966 Eh
Net charge   -1
Max |F|   2.7 eV/Å

Atom charges from the Löwdin analysis, given in e for atoms 1 to 6:
1. C -0.27
2. O -0.40
3. H 0.08
4. H 0.05
5. H 0.03
6. O -0.09



The following is a quantum chemistry calculation of a structure of composition C4H6N2O in a non-equilibrium geometry, from the Open Molecules 2025 dataset.

The geometry in XYZ format:
```
13
C4H6N2O (the ωB97M-V functional and the def2-TZVPD basis)
N -2.112 0.023 0.177
C -0.902 0.029 -0.521
C -0.196 1.118 -0.931
C 1.185 0.950 -0.430
C 1.165 -0.403 -0.021
O 2.191 -1.082 0.507
N -0.020 -1.034 -0.271
H -2.111 -0.683 0.905
H -2.213 0.933 0.612
H -0.622 2.052 -1.283
H 0.844 0.688 0.782
H 2.923 -0.444 0.453
H -0.290 -1.934 0.091
```

Orbital gap   8.479 eV
Lowest unoccupied orbital energy   0.0199 Eh
Max |F|   1.1 eV/Å

Atom charges from the Löwdin analysis, given in e for atoms 1 to 6:
1. N 0.11
2. C -0.38
3. C -0.11
4. C -0.05
5. C -0.51
6. O 0.07



The following is a quantum chemistry calculation of a cluster of 2 separate species, C4H6F2O in total in a non-equilibrium geometry, from the Open Molecules 2025 dataset.

The geometry in XYZ format:
```
13
C4H6F2O (the ωB97M-V functional and the def2-TZVPD basis)
C 1.360 -0.329 0.176
C 2.577 0.337 -0.162
C 0.949 -1.723 -0.015
C -1.527 1.644 1.052
O 2.358 0.045 1.162
F 2.523 1.655 -0.441
F 3.629 -0.202 -0.771
H 1.429 -1.998 -0.878
H -0.042 -1.575 -0.269
H 1.065 -2.348 0.854
H -0.799 1.631 0.211
H -2.499 1.531 0.639
H -1.386 1.640 2.205
```

Orbital gap (spin up / spin down)   9.726 / 11.140 eV
Lowest unoccupied orbital energy (spin up / spin down)   0.0344 / -0.0222 Eh
2S+1   3
Max |F|   2.8 eV/Å

Atom charges from the Löwdin analysis, given in e for atoms 1 to 6:
1. C -0.06
2. C -0.61
3. C -0.01
4. C 0.05
5. O 0.14
6. F 0.13



The following is a quantum chemistry calculation of a cluster of 2 separate species, C4H9NO2 in total, from the Open Molecules 2025 dataset.

The geometry in XYZ format:
```
16
C4H9NO2 (the ωB97M-V functional and the def2-TZVPD basis)
C -2.198 0.141 -0.284
N -0.851 -0.137 0.173
C -0.556 -0.328 1.427
O 0.590 -0.730 1.732
C 1.127 -0.896 -0.334
C 1.758 0.401 -0.712
O 0.948 1.219 -1.505
H -2.273 1.123 -0.768
H -2.516 -0.607 -1.019
H -2.921 0.121 0.541
H -1.300 -0.142 2.216
H 1.768 -1.578 0.211
H 0.549 -1.378 -1.114
H 2.133 0.910 0.187
H 2.635 0.129 -1.321
H 0.100 1.234 -1.032
```

Orbital gap   9.284 eV
Lowest unoccupied orbital energy   0.0043 Eh
Max |F|   0.5 eV/Å

Atom charges from the Löwdin analysis, given in e for atoms 1 to 6:
1. C -0.11
2. N -0.08
3. C -0.40
4. O -0.05
5. C 0.11
6. C -0.30



The following is a quantum chemistry calculation of a cluster of 2 separate species, C6H15NSi in total in a non-equilibrium geometry, from the Open Molecules 2025 dataset.

The geometry in XYZ format:
```
23
C6H15NSi (the ωB97M-V functional and the def2-TZVPD basis)
C 2.613 0.015 0.613
C 3.593 0.800 1.398
C 3.323 -0.929 -0.311
C -2.581 2.005 0.408
C -1.084 -0.600 -1.621
C -2.032 -1.063 1.327
N 1.408 0.075 0.879
Si -2.239 0.138 -0.189
H 3.257 0.713 2.457
H 4.647 0.594 1.331
H 3.487 1.767 1.071
H 4.011 -0.393 -0.992
H 2.698 -1.595 -0.911
H 3.834 -1.652 0.437
H -1.772 2.241 1.048
H -2.753 2.737 -0.375
H -3.503 2.091 1.004
H -1.371 -1.544 -1.972
H -1.028 0.148 -2.492
H -0.060 -0.741 -1.163
H -0.922 -1.356 1.386
H -2.199 -0.614 2.239
H -2.477 -2.079 1.460
```

Orbital gap (spin up / spin down)   10.183 / 5.615 eV
Lowest unoccupied orbital energy (spin up / spin down)   0.0227 / -0.0112 Eh
Max |F|   3.8 eV/Å

Atom charges from the Löwdin analysis, given in e for atoms 1 to 6:
1. C -0.56
2. C -0.06
3. C -0.06
4. C -0.25
5. C -0.27
6. C -0.28